The following is a DFT calculation (ωB97M-V/def2-TZVPD) of the molecule C5H7NO at a distorted geometry.

Energy above the lowest of the compared OMol25 structures with the same formula, charge and spin = 88.3 kcal/mol
Structure (SMILES) = O=C[C@H]1[C@H]2CCN21
Charge = 0
Electronic energy = -324.58376 Ha

Each line ends with the Löwdin charge.
Atoms and positions in Å:
1 O 1.0217 0.7955 1.5545  -0.02
2 N -0.9972 0.5689 -0.6799  0.02
3 C 0.4434 0.9674 -0.7694  -0.17
4 C 0.0106 -0.4349 -1.0882  -0.22
5 C -1.2418 -0.2362 0.5691  -0.15
6 C 1.3508 1.2275 0.4617  -0.14
7 C -0.2059 -1.2994 0.1500  -0.11
8 H 0.0798 -0.8125 -2.1090  0.13
9 H 0.6585 -1.4373 0.8037  0.10
10 H -2.2698 -0.6061 0.5580  0.11
11 H 2.3096 1.6406 0.8150  0.13
12 H 0.5430 1.5807 -1.6681  0.13
13 H -1.0541 0.3162 1.4851  0.09
14 H -0.6486 -2.2704 -0.0825  0.11



The following is a DFT calculation (ωB97M-V/def2-TZVPD) of a cluster of 2 separate species, C5H7NO in total at a distorted geometry.

Energy above the lowest of the compared OMol25 structures with the same formula, charge and spin = 121.9 kcal/mol
Charge = 0
Electronic energy = -324.53018 Ha

Each line ends with the Löwdin charge.
Atoms and positions in Å:
1 O 2.4786 -1.3382 0.2536  -0.02
2 N 0.5601 1.1354 -2.3834  0.14
3 C -0.6803 -0.8533 0.2093  -0.06
4 C 0.1580 0.7691 -1.3553  -0.29
5 C -1.9412 0.4313 0.2019  -0.06
6 C 2.6590 -0.1771 0.5277  -0.16
7 C -0.2214 0.4308 -0.0146  -0.24
8 H 2.5827 0.2002 1.5660  0.08
9 H -0.8417 -1.1922 1.2322  0.11
10 H 2.9049 0.5797 -0.2415  0.08
11 H -2.6614 -0.3423 -0.1126  0.10
12 H -0.7668 -1.6350 -0.5532  0.12
13 H -2.0715 1.2210 -0.5407  0.11
14 H -2.1590 0.7708 1.2107  0.09



> Which value of electronic energy does entry 2 give?

-324.53018 Ha